# 1
The following is a DFT calculation (ωB97M-V/def2-TZVPD) of C3H7NO as an isolated structure.

Each line ends with the natural charge from an NBO analysis.
Cartesian coordinates (Å):
C 1.0498 -1.4973 0.5561  -0.278
O 1.3818 -0.9557 -0.7180  -0.498
C 0.6638 0.0425 -1.2471  0.267
N -0.3454 0.7654 -0.7959  -0.686
C -1.2751 1.2671 0.2061  -0.432
H 1.1290 -0.7330 1.3333  0.180
H 0.0420 -1.9219 0.5382  0.182
H 1.7781 -2.2903 0.7417  0.202
H 0.2027 0.9750 -1.9062  0.449
H -1.7487 2.1109 -0.3074  0.209
H -2.0774 0.5726 0.4870  0.204
H -0.8007 1.6647 1.1120  0.200

Properties
* relative energy (zero: lowest compared OMol25 entry of this formula, charge and spin): 5.5078 eV
* total energy: -248.32408 Ha
* maximum force: 0.70 eV/Å
* gap between HOMO and LUMO: 8.842 eV
* HOMO: -7.96 eV
* LUMO: 0.03233 hartree



# 2
The following is a DFT calculation (ωB97M-V/def2-TZVPD) of an isolated molecule of C6H9N3O at a distorted geometry.

Each line ends with the natural charge from an NBO analysis.
Cartesian coordinates (Å):
C 2.4136 0.8690 0.7897  -0.409
N 1.0015 0.8005 0.4813  -0.350
C 0.1679 1.8910 0.2843  -0.094
C -1.0441 1.4305 -0.1474  -0.237
C -1.0225 -0.0009 -0.0277  -0.277
C -2.1009 -0.9290 -0.3527  0.629
N -2.0839 -1.5713 -1.5469  -0.860
O -3.3001 -0.6941 -0.0258  -0.640
C 0.3000 -0.3459 0.2792  0.349
N 0.9229 -1.5819 0.2403  -0.826
H 3.0169 0.4541 -0.0295  0.206
H 2.6923 1.9174 0.9310  0.225
H 2.6366 0.3204 1.7156  0.198
H 0.5526 2.9007 0.3970  0.212
H -1.8392 2.0242 -0.5906  0.235
H -1.2086 -1.9716 -1.8631  0.405
H -3.2097 -1.5001 -1.7449  0.461
H 0.3152 -2.3647 0.4511  0.390
H 1.7896 -1.6483 0.7591  0.381

Properties
* relative energy (zero: lowest compared OMol25 entry of this formula, charge and spin): 1.5480 eV
* total energy: -473.49284 Ha
* maximum force: 5.24 eV/Å
* gap between HOMO and LUMO: 8.148 eV
* HOMO: -7.56 eV
* LUMO: 0.02174 hartree



# 3
The following is a DFT calculation (ωB97M-V/def2-TZVPD) of C35H41F9N5O2PSr as an isolated structure at a distorted geometry.

Each line ends with the Löwdin charge.
Cartesian coordinates (Å):
Sr 0.3419 -0.9173 1.0887  1.476
C -3.0871 -1.7900 1.0575  -0.065
O -2.0239 -1.0062 1.5713  -0.394
C -2.3010 -0.4291 2.8365  -0.158
C -0.9795 -0.2360 3.5820  -0.181
O -0.0119 0.4579 2.8192  -0.429
C 0.0009 1.8638 3.0075  -0.037
H -4.0362 -1.2527 1.0961  0.101
H -3.2040 -2.7234 1.6178  0.101
H -2.8354 -2.0245 0.0229  0.105
H -2.9382 -1.0893 3.4380  0.152
H -2.8380 0.5194 2.6963  0.138
H -0.5566 -1.2231 3.7810  0.114
H -1.1650 0.2613 4.5390  0.156
H 0.2977 2.1149 4.0299  0.114
H -0.9776 2.3058 2.8012  0.094
H 0.7411 2.2645 2.3124  0.106
N 0.8278 -6.2601 4.9139  0.169
C 0.7467 -5.2779 4.0139  -0.297
C -0.4672 -4.6241 3.7366  0.017
C -0.4871 -3.6062 2.8212  -0.169
N 0.5765 -3.1692 2.1384  -0.109
C 1.7281 -3.8136 2.3752  -0.148
C 1.8670 -4.8295 3.2858  0.013
H 0.0079 -6.5859 5.3966  0.124
H 1.6936 -6.7453 5.0726  0.124
H -1.3743 -4.9203 4.2380  0.123
H -1.4227 -3.1190 2.6153  0.080
H 2.5722 -3.4973 1.7789  0.101
H 2.8285 -5.2915 3.4400  0.120
C 3.1065 -0.1013 -1.5896  -0.060
N 4.1077 0.1334 -0.5762  -0.181
C 4.7444 1.4391 -0.6582  -0.035
C 3.9809 -0.4880 0.6428  -0.437
N 2.8074 -0.8586 1.1075  -0.023
N 5.1336 -0.7386 1.2963  -0.142
C 5.1742 -1.2957 2.6312  -0.035
C 6.4278 -0.6918 0.6465  -0.035
H 3.5041 0.2563 -2.5393  0.106
H 2.1536 0.4144 -1.3900  0.039
H 2.9222 -1.1760 -1.6664  0.094
H 3.9940 2.2365 -0.6355  0.086
H 5.3075 1.5212 -1.5886  0.104
H 5.4216 1.5982 0.1742  0.087
H 2.9456 -1.3889 1.9615  0.000
H 5.1411 -2.3898 2.6035  0.102
H 4.3607 -0.9194 3.2517  0.092
H 6.1104 -0.9952 3.0995  0.102
H 6.3102 -0.6022 -0.4283  0.094
H 6.9680 -1.6153 0.8582  0.102
H 7.0160 0.1456 1.0246  0.102
F 1.9804 6.0578 -4.4326  0.155
C 0.7088 5.6748 -4.5704  -0.599
F -0.0638 6.7102 -4.2077  0.160
F 0.4925 5.4626 -5.8718  0.162
C 0.3845 4.4517 -3.7457  -0.092
C -0.8075 3.7854 -3.9959  0.025
C -1.1456 2.6876 -3.2309  -0.048
C -0.3035 2.2483 -2.2124  -0.355
C 0.8814 2.9299 -1.9606  -0.092
C 1.2304 4.0286 -2.7307  0.010
P -0.8524 0.8485 -1.1530  1.049
C -1.4794 -0.3045 -2.4339  -0.362
C -2.6876 -0.1627 -3.1156  -0.085
C -3.0177 -1.0226 -4.1491  0.029
C -2.1212 -2.0097 -4.5280  -0.089
C -0.9190 -2.1761 -3.8492  0.011
C -0.6129 -1.3359 -2.7968  -0.089
C -2.4122 -2.9263 -5.6924  -0.598
F -2.4878 -4.2035 -5.2849  0.156
F -1.4308 -2.8625 -6.6010  0.162
F -3.5544 -2.6336 -6.3111  0.164
C -2.3058 1.6570 -0.4071  -0.358
C -2.1075 2.8921 0.2104  -0.077
C -3.1162 3.4752 0.9527  0.010
C -4.3332 2.8156 1.0780  -0.104
C -4.5580 1.6105 0.4281  0.008
C -3.5427 1.0307 -0.3094  -0.098
C -5.3864 3.3092 2.0357  -0.596
F -5.1898 2.7024 3.2340  0.132
F -6.6200 2.9881 1.6484  0.165
F -5.3336 4.6185 2.2546  0.172
H -1.4677 4.1264 -4.7783  0.137
H -2.0695 2.1765 -3.4401  0.097
H 1.5347 2.6083 -1.1581  0.084
H 2.1498 4.5616 -2.5430  0.126
H -3.3831 0.6200 -2.8569  0.103
H -3.9584 -0.9102 -4.6681  0.133
H -0.2302 -2.9476 -4.1568  0.134
H 0.3267 -1.4615 -2.2594  0.085
H -1.1552 3.3953 0.1124  0.113
H -2.9660 4.4302 1.4333  0.133
H -5.5198 1.1289 0.5111  0.134
H -3.7116 0.0846 -0.7972  0.090

Properties
* relative energy (zero: lowest compared OMol25 entry of this formula, charge and spin): 1.2218 eV
* charge: +2
* total energy: -3053.08664 Ha
* maximum force: 2.49 eV/Å
* gap between HOMO and LUMO: 9.454 eV
* HOMO: -14.01 eV
* LUMO: -0.16727 hartree



# 4
The following is a DFT calculation (ωB97M-V/def2-TZVPD) of C43H28Cl2FN8O4Zr as an isolated structure at a distorted geometry.

Each line ends with the Löwdin charge.
Cartesian coordinates (Å):
Zr 9.1528 13.8059 11.3143  1.905
O 7.4667 15.9688 7.9635  0.043
C 7.9252 15.4357 8.9832  -0.479
N 8.4170 14.2236 9.1877  -0.023
C 8.0053 13.2083 8.3009  -0.204
C 7.7661 13.3204 6.9202  -0.015
C 7.1296 12.2488 6.3077  -0.104
C 6.7482 11.0931 7.0107  -0.099
C 7.1778 10.9458 8.3114  -0.045
C 7.8185 11.9842 8.9709  -0.203
N 8.4199 11.9583 10.2732  -0.022
C 8.6730 10.7457 10.8593  -0.462
O 8.2905 9.6528 10.4358  0.026
C 9.5966 10.7699 12.0464  -0.382
C 9.1845 9.8654 13.1147  -0.039
C 9.6599 10.0927 14.3428  -0.094
C 10.3553 11.3608 14.6490  -0.107
C 10.2934 12.3820 13.7570  -0.186
N 9.7531 12.1663 12.4918  -0.140
C 7.8605 16.2649 10.2901  -0.164
C 8.2698 17.6953 10.1915  0.024
C 8.5829 18.4083 11.2561  -0.008
C 8.3493 17.9724 12.6942  -0.173
C 8.8442 16.5064 13.0174  -0.214
N 7.3784 15.5903 11.2467  0.114
H 8.0212 14.1976 6.3663  0.098
H 6.8951 12.2369 5.2705  0.079
H 6.1628 10.2925 6.5598  0.095
H 6.9739 10.0390 8.8623  0.094
H 8.6063 8.9999 12.8430  0.114
H 9.4486 9.4235 15.1712  0.096
H 10.8128 11.5309 15.6049  0.082
H 10.7026 13.3714 13.9285  0.107
H 8.5017 18.0145 9.1594  0.132
H 9.0277 19.3961 11.1707  0.118
H 8.5128 18.7456 13.4385  0.141
H 8.8713 16.4593 14.1055  0.156
Cl 12.6346 19.9929 11.5380  0.626
C 12.1901 18.3510 11.1390  -0.687
C 11.3169 17.7087 12.0255  -0.078
C 10.8666 16.4262 11.7495  -0.263
N 9.8167 15.7530 12.3269  -0.071
C 7.4123 16.1465 12.5717  -0.429
O 6.9461 17.5118 12.7245  0.001
C 6.7957 15.1873 13.4922  -0.226
C 5.8509 15.5093 14.4177  0.025
C 5.4595 14.4663 15.2974  -0.029
C 6.0819 13.2449 15.1636  -0.060
C 7.0582 13.0373 14.2215  -0.082
N 7.4104 14.0070 13.3794  0.098
C 11.5204 15.7047 10.7274  -0.227
C 12.4086 16.3365 9.8776  -0.042
C 12.6756 17.6845 10.0498  -0.669
Cl 13.6593 18.4762 8.8234  0.617
N 11.2871 14.3261 10.6614  0.003
C 12.3811 13.5644 10.4444  -0.487
O 13.4477 13.8778 9.9195  0.054
C 12.2856 12.2324 11.0860  -0.238
C 13.0402 12.0130 12.1624  -0.037
C 12.9492 10.7388 12.8345  -0.087
C 11.9743 9.9090 12.4740  -0.040
C 10.9302 10.2725 11.4389  -0.162
N 11.4267 11.3231 10.5208  0.009
H 10.9134 18.2626 12.8393  0.093
H 5.4185 16.5061 14.5018  0.123
H 4.7418 14.6471 16.0788  0.103
H 5.7746 12.4469 15.7666  0.090
H 7.5381 12.0737 14.1601  0.101
H 12.8288 15.8115 9.0443  0.106
H 13.6113 12.8131 12.6406  0.123
H 13.6327 10.4537 13.6242  0.103
H 11.8757 8.9527 12.9340  0.099
H 10.6736 9.4034 10.8666  0.136
F 15.2108 7.0850 8.0608  0.029
C 14.3155 8.0880 8.2945  -0.278
C 14.7590 9.3406 8.5838  -0.017
C 13.8541 10.3618 8.8038  0.011
C 12.4634 10.1263 8.7293  -0.184
C 11.4792 11.1800 9.0545  -0.070
C 12.0612 8.8171 8.4692  -0.047
C 12.9445 7.7961 8.2265  -0.012
H 15.8072 9.5300 8.5937  0.111
H 14.1471 11.3403 9.1268  0.108
H 10.4996 10.9396 8.6321  0.130
H 11.8106 12.1365 8.7083  0.121
H 10.9979 8.6163 8.4147  0.117
H 12.5879 6.7957 7.8762  0.129

Properties
* relative energy (zero: lowest compared OMol25 entry of this formula, charge and spin): 4.0417 eV
* charge: -1
* total energy: -3461.91688 Ha
* maximum force: 2.34 eV/Å
* gap between HOMO and LUMO: 6.104 eV
* HOMO: -4.62 eV
* LUMO: 0.05450 hartree